# 1
# F3Zn3

A molecular structure, F3Zn3 in a non-equilibrium geometry (ωB97M-V/def2-TZVPD, the OMol25 dataset).

The geometry in XYZ format:
```
6
Properties=species:S:1:pos:R:3:forces:R:3
Zn -1.3561 2.0484 0.4008 0.702 0.204 -2.407
Zn 0.5537 -0.0599 -1.9584 -0.899 1.585 1.351
Zn 1.2066 -1.3381 1.4678 -2.609 -2.789 0.646
F 0.5418 -0.0276 0.1307 0.235 0.205 -1.623
F -0.5750 1.9199 -1.5039 -0.242 -1.520 2.148
F -0.3709 -2.5427 1.4630 2.813 2.315 -0.115
```
Forces are in eV/Å.

## Properties
- LUMO level: -17.7 eV
- Orbital gap: 5.52 eV
- Net charge: +3
- DFT total energy: -153367.1280 eV

Calculated atomic charges, method natural (NBO), unit e: 1.89 1.90 1.74 -0.92 -0.85 -0.76

***

# 2
# C3H4O2

A single C3H4O2 molecule in a non-equilibrium geometry (ωB97M-V/def2-TZVPD, the OMol25 dataset).

The geometry in XYZ format:
```
9
Properties=species:S:1:pos:R:3:forces:R:3
C -0.0033 -1.0853 0.4362 0.442 -0.666 0.508
C -0.2577 0.4218 0.3914 -0.295 -0.815 0.605
O -0.7819 1.0762 1.2643 0.252 -0.315 -0.277
C 0.1593 1.1357 -0.8760 0.048 0.295 0.193
O 0.6436 0.5424 -1.7954 0.069 0.266 -0.351
H -0.1708 -1.5260 -0.6201 0.314 0.553 1.936
H -0.6690 -1.5396 1.2631 1.044 0.627 -1.542
H 1.1117 -1.2572 0.7554 -2.003 0.277 -0.755
H -0.0318 2.2320 -0.8188 0.129 -0.223 -0.318
```
Forces are in eV/Å.

## Properties
- LUMO level: -0.5 eV
- Orbital gap: 9.39 eV
- SMILES: CC(=O)C=O
- DFT total energy: -7269.7232 eV

Calculated atomic charges, method natural (NBO), unit e: -0.74 0.47 -0.49 0.34 -0.47 0.26 0.25 0.25 0.13

***

# 3
# C28H70F6O13P

11 unconnected molecules or ions with the total composition C28H70F6O13P in a non-equilibrium geometry (ωB97M-V/def2-TZVPD, the OMol25 dataset).

The geometry in XYZ format:
```
118
Properties=species:S:1:pos:R:3:forces:R:3
P -0.0912 -0.4393 -0.8983 2.740 1.061 0.553
F -0.8957 0.8462 -1.3579 -0.826 0.019 0.213
F 1.2081 0.5174 -0.5604 0.187 0.300 -0.116
F -0.4413 -0.2714 0.6600 -1.261 -0.206 0.122
F 0.8867 -1.7106 -0.4628 -1.071 -0.258 -0.509
F -1.3470 -1.4117 -1.1751 0.774 0.203 -0.116
F 0.5385 -0.5210 -2.4180 -0.856 -0.812 0.348
C -3.5770 -0.3431 -5.8603 0.819 -0.197 -0.634
C -2.6134 -1.0527 -4.9154 0.665 0.520 1.003
C -3.4239 -1.0724 -3.6060 1.161 0.307 -1.612
O -4.6890 -1.3131 -4.1051 -3.499 -0.645 -0.049
C -4.8934 -0.9525 -5.4935 1.142 -0.325 0.884
H -3.3532 -0.5589 -6.9050 0.153 0.322 -0.095
H -3.6298 0.7325 -5.6919 0.363 0.059 -0.009
H -1.6514 -0.5693 -4.7455 0.063 0.079 -0.342
H -2.4173 -2.0881 -5.1939 -0.047 0.037 -0.250
H -3.4091 -0.1002 -3.1133 0.303 0.020 0.369
H -3.0891 -1.8869 -2.9637 -0.262 0.170 0.193
H -5.6794 -0.2218 -5.6841 -0.440 -0.305 0.538
H -5.0430 -1.8691 -6.0640 -0.386 -0.067 0.037
C 0.1769 5.1198 0.9547 -0.293 -0.313 0.691
C 0.1774 3.5730 1.1539 0.933 0.339 -0.084
C -1.1444 3.1153 0.6808 -1.561 0.735 -1.087
O -2.0251 4.1965 1.0202 -0.215 0.915 1.113
C -1.2990 5.4512 0.8264 -1.083 -1.326 -1.039
H 0.7027 5.4869 0.0734 0.277 -0.214 0.189
H 0.5355 5.5893 1.8707 0.488 0.101 -0.236
H 0.2051 3.3583 2.2222 0.421 -0.039 -0.010
H 0.9725 3.0629 0.6100 0.201 -0.014 0.318
H -1.5156 2.1770 1.0930 0.037 0.186 0.305
H -1.2527 3.0223 -0.3998 0.609 -0.230 -0.245
H -1.6869 6.2461 1.4633 -0.004 -0.378 0.398
H -1.5450 5.7500 -0.1926 0.159 0.245 -0.259
C 0.4195 -4.3044 3.8531 0.497 -0.989 1.440
C 0.0008 -3.0654 3.1098 -0.343 0.693 -0.130
C -0.4652 -3.6621 1.7659 0.643 0.817 1.852
O -1.1986 -4.8145 2.2384 -0.285 0.123 -0.946
C -0.5397 -5.3843 3.3712 0.428 -0.313 -0.758
H 0.4243 -4.2978 4.9431 -0.545 0.671 0.181
H 1.4523 -4.6244 3.7153 0.139 0.250 -0.864
H 0.7717 -2.2961 3.0650 0.125 -0.148 -0.328
H -0.8653 -2.5795 3.5591 -0.020 -0.131 0.316
H 0.4705 -3.8208 1.2299 -0.273 -0.897 -0.611
H -1.0844 -2.9576 1.2105 -0.249 -0.466 -0.053
H -0.0151 -6.2824 3.0451 0.301 -0.071 -0.163
H -1.2395 -5.7690 4.1131 -0.455 0.596 -0.051
C 3.5967 -2.4436 -0.1788 0.540 0.100 0.489
O 3.4649 -1.4909 -1.2137 0.249 -0.501 0.251
H 3.1441 -3.4168 -0.3684 -0.130 -0.108 -0.432
H 4.6565 -2.5980 0.0243 0.107 -0.037 -0.236
H 3.1754 -2.1072 0.7686 -0.206 0.259 0.048
H 2.5430 -1.2259 -1.1754 -0.177 0.291 -0.205
C -3.2245 -4.3019 -0.6018 -0.125 0.619 0.629
O -3.6824 -4.9100 0.5895 -0.659 -0.635 -0.017
H -2.2795 -4.7153 -0.9542 0.000 -0.073 -0.151
H -4.0086 -4.3855 -1.3543 0.126 -0.221 -0.014
H -3.1043 -3.2407 -0.3837 0.289 0.248 -0.415
H -2.9826 -4.9464 1.2457 0.443 0.078 0.032
C 1.3537 3.3646 -2.5960 0.137 -0.758 -0.039
O 2.5179 3.8695 -3.2399 -0.278 0.752 0.696
H 1.2088 3.6801 -1.5628 0.127 0.585 0.048
H 0.4757 3.6386 -3.1810 0.080 -0.159 0.018
H 1.4653 2.2839 -2.5091 -0.474 -0.192 -0.247
H 3.1490 4.0239 -2.5332 0.238 0.017 -0.147
C 0.8944 -3.7136 -2.9543 -1.113 -0.103 1.049
O -0.1285 -2.8907 -3.5685 1.127 -1.091 0.114
H 1.0840 -4.6388 -3.4986 0.185 0.521 -0.607
H 1.7807 -3.1861 -2.6018 0.321 0.285 -0.909
H 0.5205 -4.0835 -1.9996 -0.426 -0.171 0.264
H -0.3371 -2.2557 -2.8794 -0.158 0.236 -0.221
C -5.8339 -2.6379 3.9887 -0.090 0.088 0.360
O -4.8554 -1.6771 4.2775 -0.403 0.738 0.438
C -3.6906 -1.7385 3.5060 0.475 0.129 0.019
C -2.9508 -0.3774 3.5128 -0.733 -0.508 0.284
O -2.4904 -0.0688 4.8054 -0.180 -0.127 1.007
C -1.8283 1.1623 4.8686 1.380 -0.059 0.176
H -6.1506 -2.5919 2.9468 0.026 -0.122 -0.181
H -6.6862 -2.4185 4.6319 -0.049 0.128 -0.088
H -5.5171 -3.6465 4.2539 0.242 -0.245 -0.212
H -3.9362 -2.0775 2.4996 0.027 0.428 -0.474
H -3.0670 -2.5439 3.8940 0.481 0.022 0.230
H -3.6452 0.4286 3.2758 -0.216 -0.084 -0.710
H -2.1053 -0.3941 2.8251 0.008 -0.052 -0.368
H -2.3436 2.0621 4.5325 -0.557 -0.235 -0.362
H -0.8845 1.0661 4.3318 0.155 0.254 -0.619
H -1.4690 1.3855 5.8731 -0.522 -0.397 0.370
C 0.2159 2.0262 -5.8267 -0.105 0.121 0.225
O 1.4964 2.1271 -5.2794 0.893 -2.264 0.231
C 2.0528 0.7827 -5.0638 1.283 1.421 0.007
C 3.4396 0.8923 -4.3862 0.977 0.421 -0.001
O 4.1331 2.1302 -4.6905 -0.008 -0.478 0.163
C 5.4189 2.1872 -4.0882 -0.675 -0.196 0.432
H -0.4246 1.4020 -5.2036 -0.307 0.104 0.266
H 0.2022 1.5587 -6.8113 0.157 0.082 -0.381
H -0.1487 3.0523 -5.8735 -0.296 -0.134 -0.142
H 2.2593 0.2555 -5.9952 -0.523 0.304 -0.546
H 1.4302 0.1291 -4.4529 -0.328 0.300 0.078
H 4.1078 0.0938 -4.7087 -0.163 -0.440 -0.710
H 3.4241 0.6357 -3.3269 -0.418 0.910 0.549
H 5.3343 1.9795 -3.0215 0.030 -0.443 0.240
H 5.8708 3.1791 -4.0964 -0.456 0.247 -0.656
H 6.1268 1.4953 -4.5446 0.056 -0.259 -0.063
C 5.0364 4.2459 6.1891 -0.831 -0.729 0.154
O 4.5518 3.4549 5.0884 0.041 1.025 0.089
C 3.1299 3.1918 5.0764 1.160 -0.758 -0.349
C 2.7297 2.5066 3.7427 -0.639 1.358 1.037
O 3.2164 1.2409 3.5660 0.719 -1.103 -0.266
C 2.6592 0.5419 2.4452 0.224 -0.213 0.561
H 4.9780 3.6783 7.1178 -0.340 -0.217 0.235
H 4.4567 5.1583 6.3291 -0.109 0.152 -0.159
H 6.0929 4.5105 6.1461 -0.051 -0.156 -0.928
H 2.4718 4.0544 5.1814 0.387 0.690 -0.212
H 2.9182 2.6062 5.9710 -0.206 -0.602 -0.113
H 2.9434 3.1704 2.9049 0.501 0.211 -0.171
H 1.6405 2.5228 3.7812 -0.547 -0.318 0.038
H 2.9256 0.9381 1.4654 -0.155 0.563 0.069
H 1.5802 0.4684 2.5810 -0.175 0.065 -0.327
H 3.0796 -0.4638 2.4443 -0.018 0.009 0.315
```
Forces are in eV/Å.

## Properties
- LUMO level: 2.3 eV
- Orbital gap: 9.27 eV
- Net charge: -1
- DFT total energy: -82383.2274 eV

Results of the Mulliken charge analysis, in e, for atoms 1 through 99: 1.76 -0.46 -0.57 -0.45 -0.11 -0.39 -0.28 -0.63 0.23 0.26 -0.49 -0.47 0.38 0.27 -0.37 0.26 0.14 -0.15 0.29 0.30 -0.63 0.48 0.08 -0.55 -0.52 0.21 0.29 -0.11 0.14 0.03 0.02 0.34 0.25 -0.79 0.29 0.45 -0.40 -0.61 0.32 0.29 -0.07 -0.04 0.07 -0.29 0.29 0.34 -0.47 -0.50 0.27 0.30 -0.01 0.17 -0.36 -0.64 0.23 0.34 0.04 0.46 0.09 -0.48 -0.17 0.19 -0.01 0.29 -0.41 -0.54 0.40 0.17 0.02 0.09 -0.78 -0.38 -0.57 0.00 -0.43 -0.62 0.33 0.27 0.30 0.36 0.23 0.69 -0.09 0.34 0.08 0.35 -0.78 -0.22 -0.10 -0.43 -0.29 -0.84 0.14 0.33 0.34 0.53 -0.16 0.64 0.05